Record 1
This record from the Open Molecules 2025 dataset describes a 9-piece molecular cluster, FH16O8 overall at a distorted geometry. The level of theory is the ωB97M-V functional and the def2-TZVPD basis.

Calculated values
Energy relative to the best compared isomer or geometry (same formula, charge and spin), kJ/mol: 108.1
Electronic energy, eV: -19360.591
Total charge: -1
HOMO-LUMO gap, eV: 10.36
Highest occupied orbital energy, eV: -7.19
Multiplicity: 1

```
25
Properties=species:S:1:pos:R:3:forces:R:3
F 15.8750 -2.5530 -2.8750 0.369 0.308 -0.611
O 18.2680 -4.8330 -3.4740 0.877 -0.836 1.053
H 17.5100 -5.3320 -3.1720 -0.153 -0.039 0.170
H 17.9300 -4.2710 -4.1550 -0.382 0.401 -1.048
O 16.4290 -0.1310 -1.7030 -0.236 -0.116 0.046
H 16.2350 -1.0730 -1.9340 0.375 0.971 0.304
H 17.3840 -0.0390 -1.5780 -0.375 -0.413 -0.241
O 18.5720 -1.6620 -2.7460 0.418 0.136 0.006
H 18.7330 -2.0840 -3.5800 1.147 -0.213 -0.914
H 17.6740 -1.9770 -2.7120 -1.226 -0.044 0.774
O 14.2460 -1.5450 -4.7720 0.584 -1.306 0.468
H 14.2440 -0.6340 -4.9670 -0.125 1.714 -0.466
H 15.0050 -1.6380 -4.1540 -0.558 -0.328 -0.041
O 16.6900 -3.5850 -0.6210 0.655 -0.341 0.721
H 16.4640 -3.3290 -1.5230 -0.149 0.153 -0.201
H 17.6520 -3.4890 -0.5720 -0.318 -0.031 -0.123
O 13.6320 -1.7340 -1.4180 -0.199 -0.050 0.240
H 14.3840 -1.9340 -1.9730 0.719 -1.005 -0.030
H 13.4010 -0.9310 -1.8620 -0.796 0.999 -0.062
O 14.4360 -4.7590 -2.9220 0.181 0.313 -0.123
H 14.9700 -3.9270 -2.8760 -0.516 -0.477 -0.062
H 15.0960 -5.4520 -2.9200 0.063 -0.196 0.077
O 17.0560 -3.3720 -5.3310 0.178 0.121 -1.603
H 16.6770 -3.2530 -6.2430 0.160 0.054 1.994
H 16.5170 -3.0070 -4.6110 -0.691 0.223 -0.328
```
Forces are in eV/Å.

=====

Record 2
This record from the Open Molecules 2025 dataset describes a 10-piece molecular cluster, C28H57N5O8 overall at a distorted geometry. The level of theory is the ωB97M-V functional and the def2-TZVPD basis.

Calculated values
Electronic energy, eV: -53786.668
Total charge: -1
HOMO-LUMO gap (alpha / beta), eV: 1.38 / 8.73
Highest occupied orbital energy (alpha / beta), eV: 0.62 / -6.80
Multiplicity: 2

```
98
Properties=species:S:1:pos:R:3:forces:R:3
C -1.7427 -2.0407 2.6601 -5.628 3.377 -0.436
O -2.9525 -1.5874 2.4587 4.167 -1.824 0.813
N -1.1971 -3.0545 2.0493 -0.065 -0.205 1.460
C -1.8548 -3.9148 1.1295 -0.652 -0.674 -0.215
C 0.1885 -3.1698 2.2758 2.124 -1.019 -2.241
H -1.0464 -1.5100 3.3278 -0.407 0.017 -0.007
H -1.9316 -4.9329 1.5112 0.089 -0.111 0.346
H -1.3004 -4.0188 0.1968 -0.129 0.467 -0.229
H -2.8770 -3.5525 1.0201 0.181 0.112 -0.404
H 0.5785 -2.8969 1.2952 0.990 0.375 0.060
H 0.6515 -2.5332 3.0297 -0.547 -0.129 0.043
H 0.5445 -4.1983 2.3358 -0.299 -0.231 0.693
C -4.8448 -0.1472 -0.1779 3.030 -0.719 -1.024
O -4.5195 -0.1281 -1.3680 -0.162 0.503 -0.286
N -5.9900 -0.5040 0.3010 -1.323 0.420 0.310
C -7.0974 -0.6726 -0.6186 -0.697 0.918 -0.068
C -6.1561 -0.5704 1.7221 -1.339 -1.265 0.576
H -4.0621 -0.0935 0.5946 -0.099 0.443 0.145
H -6.7151 -1.0376 -1.5719 -0.214 -0.094 0.186
H -7.5528 0.3081 -0.7559 0.206 0.500 -0.538
H -7.9955 -1.1821 -0.2693 0.735 -0.888 0.458
H -7.0640 -0.0515 2.0297 -0.068 0.022 -0.018
H -6.2901 -1.6438 1.8559 -0.242 -0.086 0.977
H -5.3521 -0.2522 2.3858 0.397 0.142 -0.757
C 3.5317 -1.6541 0.8569 -0.298 -2.061 -0.820
O 2.5527 -1.9475 0.1739 0.471 0.959 0.594
N 4.5675 -2.5462 0.9755 1.521 0.695 1.496
C 5.5229 -2.4072 2.0904 0.711 0.215 -0.535
C 4.5645 -3.8828 0.4013 -1.638 0.558 0.135
H 3.6635 -0.7181 1.4216 -0.018 -0.085 -0.120
H 6.5302 -2.7269 1.8232 0.052 -0.037 -0.772
H 5.3541 -3.0659 2.9422 -0.850 0.245 0.214
H 5.6799 -1.3661 2.3727 -0.563 -0.033 0.264
H 5.5712 -4.2617 0.2247 -0.160 0.240 -0.151
H 4.0186 -4.5259 1.0916 0.250 -0.447 0.188
H 3.9031 -3.8428 -0.4642 0.491 -0.159 -0.344
C 2.9357 2.8536 2.6886 1.004 0.501 0.297
C 2.9380 1.5383 3.4160 0.945 -2.970 1.720
O 3.7811 1.1896 4.2516 -0.347 1.492 -1.227
C 1.8198 0.5299 3.1950 -0.931 1.219 -1.488
H 2.9429 2.8371 1.5987 -0.794 -0.574 0.052
H 3.8744 3.3643 2.9033 0.051 -0.008 0.490
H 2.1351 3.4782 3.0849 -0.235 -0.046 -0.288
H 1.5135 0.6683 2.1581 -0.503 0.014 -0.035
H 0.9812 0.8568 3.8097 -0.231 0.031 -0.059
H 1.9074 -0.5506 3.3089 1.015 0.270 0.584
C 2.4138 -1.7260 -2.9419 -0.240 0.336 0.614
C 3.3273 -0.6544 -3.4184 0.169 -2.278 -4.981
O 3.5694 -0.6871 -4.6448 0.081 0.902 2.018
C 3.9611 0.2719 -2.5028 0.163 0.080 0.224
H 1.5257 -1.2563 -2.5190 -0.042 -0.263 0.424
H 2.9774 -2.2444 -2.1662 -0.529 -0.296 0.185
H 2.0909 -2.3854 -3.7476 0.282 0.180 0.058
H 3.1467 0.9844 -2.3714 0.350 0.540 0.768
H 4.8557 0.6926 -2.9618 -0.224 0.191 0.114
H 4.1909 -0.3183 -1.6157 -0.052 0.600 0.417
C -2.5950 2.7209 1.3727 -0.254 -0.351 -0.990
C -2.2579 2.1581 2.7329 1.662 -0.552 -0.573
O -1.4092 1.2754 2.8765 -1.045 1.156 -0.467
C -2.9945 2.6739 3.9224 0.220 -1.072 0.344
H -3.6492 2.9213 1.1813 -0.209 0.330 0.678
H -2.3922 2.0387 0.5471 0.566 -0.362 0.376
H -2.0355 3.6261 1.1367 0.062 0.144 0.320
H -2.7282 3.6418 4.3471 -0.079 0.190 -0.609
H -2.6843 1.9242 4.6502 -0.596 0.112 0.474
H -4.0447 2.5781 3.6465 -0.238 0.310 0.507
C 3.7862 4.2261 -0.9330 1.086 -0.277 -0.410
C 5.0459 4.1180 -1.7353 0.363 1.845 -2.323
O 5.2271 4.9229 -2.6727 0.173 -2.058 1.898
C 6.0903 3.0859 -1.2724 -1.068 1.919 -1.047
H 3.2466 5.0698 -1.3632 -0.358 -0.304 0.466
H 4.1697 4.3810 0.0755 -0.554 0.213 0.353
H 3.2996 3.2515 -0.9716 -0.524 0.200 0.131
H 6.7108 2.8614 -2.1400 -0.189 -0.659 0.188
H 5.5040 2.3141 -0.7737 0.878 -0.325 0.078
H 6.7001 3.7386 -0.6478 0.160 -0.559 0.668
C -2.9802 2.6291 -2.3862 -2.699 1.190 1.323
C -2.2887 2.2976 -3.5634 1.730 -2.829 -2.116
O -1.2206 2.7808 -3.8005 1.406 0.757 -0.982
C -2.8599 1.1441 -4.4328 -0.514 1.392 0.412
H -2.4925 2.3057 -1.4666 -0.241 -0.172 -0.235
H -3.9783 2.2377 -2.5829 -0.241 -0.033 1.328
H -3.0416 3.7172 -2.4056 -0.025 0.158 0.459
H -2.8761 0.2199 -3.8550 0.645 -0.155 -0.105
H -2.3839 1.1454 -5.4133 0.096 -0.459 0.273
H -3.9309 1.3217 -4.5306 -0.159 0.164 -0.364
C -3.8488 -2.7527 -3.1480 1.411 -0.981 -0.799
C -2.3868 -2.8607 -2.9195 1.167 0.290 0.611
N -1.2380 -2.9864 -2.7842 -1.692 0.211 -0.142
H -4.3925 -3.2924 -2.3726 -0.127 0.653 0.204
H -3.9103 -3.3888 -4.0311 -0.605 0.053 -0.332
H -4.1468 -1.7402 -3.4202 -0.173 -0.166 0.583
C -0.4644 -0.2320 -0.6950 -0.259 -0.468 -0.689
C 0.5511 0.7571 -0.4078 -1.004 -0.744 0.162
N 1.3158 1.5644 -0.1664 1.098 0.940 0.150
H -0.1545 -1.2376 -0.4108 0.132 0.121 0.193
H -0.5916 -0.2631 -1.7771 -0.110 -0.023 -0.091
H -1.4391 -0.0071 -0.2621 0.162 0.141 0.211
```
Forces are in eV/Å.

=====

Record 3
This record from the Open Molecules 2025 dataset describes C33H30GeIN6O4PtS as an isolated structure. The level of theory is the ωB97M-V functional and the def2-TZVPD basis.

Calculated values
Energy relative to the best compared isomer or geometry (same formula, charge and spin), kJ/mol: 5.1
Electronic energy, eV: -130495.317
Total charge: +4
HOMO-LUMO gap (alpha / beta), eV: 6.97 / 4.15
Highest occupied orbital energy (alpha / beta), eV: -18.19 / -18.23
Multiplicity: 6

```
77
Properties=species:S:1:pos:R:3:forces:R:3
Pt -0.2634 1.3906 -0.9545 -0.332 -0.156 -0.222
N 1.1860 3.0354 2.8718 -0.037 -0.027 -0.022
C -0.0365 2.8496 3.5119 0.025 0.030 0.019
C -0.5178 3.2532 4.7202 -0.039 -0.015 0.003
C -1.8574 2.8864 4.9980 0.063 0.007 -0.036
C -2.6574 2.1286 4.0923 0.010 -0.015 -0.041
C -2.1717 1.7323 2.8847 -0.030 -0.001 0.042
C -0.8320 2.1190 2.5658 -0.015 0.049 0.017
N -0.1278 1.9238 1.4437 0.081 0.076 -0.028
C 1.0860 2.4796 1.6568 0.074 0.014 0.025
C 2.0947 2.4752 0.6192 0.001 0.076 -0.023
C 3.3324 3.0558 0.6401 -0.020 0.003 -0.072
S 4.0642 2.9596 -0.8885 -0.016 0.005 0.019
C 2.6986 2.1476 -1.4932 0.035 -0.105 0.030
N 1.7535 1.9324 -0.6139 -0.045 0.001 0.114
H 1.9714 3.5527 3.2419 0.009 0.001 0.006
H 0.0573 3.8292 5.4329 0.003 0.005 0.009
H -2.2905 3.1943 5.9418 -0.004 0.004 0.016
H -3.6658 1.8749 4.3890 -0.007 -0.001 0.006
H -2.7404 1.1335 2.1856 0.011 0.023 0.026
H 3.8324 3.5553 1.4560 0.015 0.005 0.024
H 2.6140 1.8517 -2.5307 0.012 0.002 -0.018
O 0.0097 4.4840 -1.8524 -0.282 -0.070 0.074
N -0.2712 3.4270 -2.1529 0.474 0.200 0.159
N -0.7340 1.7876 -4.7292 -0.051 -0.169 -0.005
C -0.1310 0.7009 -4.2858 -0.165 0.252 -0.278
O -0.0150 0.4315 -3.0628 0.330 -0.070 0.006
C 0.4354 -0.2674 -5.2823 0.062 -0.047 0.082
I 2.0484 0.6268 -6.3557 0.024 -0.031 0.052
H -1.2241 2.4021 -4.0899 -0.062 0.037 0.023
H -0.7973 1.9811 -5.7184 0.026 -0.040 -0.006
H -0.3187 -0.5991 -5.9929 0.042 0.086 -0.077
H 0.8406 -1.1204 -4.7491 -0.068 -0.015 -0.032
C -1.5998 -1.9723 -1.7835 -0.024 0.044 -0.004
Ge -0.3301 -1.0528 -0.6112 0.057 -0.092 0.110
C 1.3319 -1.9764 -1.3387 -0.114 -0.004 0.074
C 1.3122 -3.4066 -1.1401 0.131 -0.007 -0.103
C 2.2008 -4.2247 -1.7731 -0.009 0.049 0.019
C 3.1816 -3.6475 -2.6125 0.009 0.013 -0.012
C 3.2436 -2.2323 -2.8041 -0.052 0.020 0.065
C 2.3466 -1.4258 -2.1645 0.082 -0.031 -0.089
C -0.2865 -1.8833 1.2159 0.049 0.098 -0.061
C -1.4272 -2.6098 1.6123 -0.031 -0.051 0.046
C -1.4429 -3.3745 2.7633 -0.023 0.007 -0.021
C -0.3058 -3.4362 3.5763 0.010 0.000 0.004
C 0.8526 -2.7121 3.2357 -0.003 0.018 -0.018
C 2.0005 -2.7927 4.0367 -0.022 -0.015 0.018
C 3.1640 -2.0948 3.6950 0.010 0.025 -0.028
C 3.1796 -1.3091 2.5554 -0.011 -0.024 0.025
C 2.0452 -1.2195 1.7463 0.008 0.009 -0.014
C 0.8637 -1.9168 2.0504 -0.040 -0.062 0.026
H -1.0669 -2.5785 -2.5151 -0.001 0.003 0.014
H -2.1806 -1.2293 -2.3245 -0.018 -0.010 -0.012
H -2.2732 -2.6107 -1.2158 -0.012 0.000 0.003
H 0.5540 -3.8472 -0.5030 -0.031 0.023 0.012
H 2.1651 -5.2987 -1.6498 0.012 -0.011 0.001
H 3.9000 -4.2854 -3.1141 0.010 0.009 -0.012
H 3.9948 -1.8186 -3.4647 0.021 -0.040 -0.010
H 2.3725 -0.3588 -2.3300 -0.043 -0.039 -0.008
H -2.3188 -2.5705 1.0017 0.030 -0.007 0.038
H -2.3294 -3.9334 3.0331 0.005 -0.009 0.007
H -0.3106 -4.0453 4.4726 -0.005 -0.004 0.006
H 1.9864 -3.4134 4.9248 0.005 -0.005 0.007
H 4.0441 -2.1789 4.3180 0.010 0.000 0.006
H 4.0814 -0.7761 2.2844 0.006 0.006 -0.003
H 2.0792 -0.6007 0.8554 0.004 0.007 -0.015
O -2.5363 2.9556 -2.7019 -0.017 -0.064 0.070
C -3.0156 2.1029 -1.9847 -0.087 -0.069 -0.125
C -4.4808 1.7884 -1.8180 0.008 0.003 0.032
C -4.5140 0.6375 -0.8114 0.007 0.016 -0.013
C -3.0712 0.4350 -0.4357 0.041 0.219 0.093
O -2.6221 -0.3332 0.4112 -0.059 0.010 -0.109
N -2.2629 1.2548 -1.1717 -0.018 -0.133 0.073
H -4.9069 1.5416 -2.7902 0.003 0.000 0.001
H -4.9895 2.6903 -1.4756 -0.014 -0.018 0.006
H -4.8936 -0.2944 -1.2341 -0.014 -0.001 0.008
H -5.1076 0.8394 0.0799 0.001 0.002 -0.001
```
Forces are in eV/Å.

=====

Record 4
This record from the Open Molecules 2025 dataset describes one molecule with the formula C3H7NOS4 at a distorted geometry. The level of theory is the ωB97M-V functional and the def2-TZVPD basis.

Calculated values
Energy relative to the best compared isomer or geometry (same formula, charge and spin), kJ/mol: 0.0
Electronic energy, eV: -50098.837
Total charge: 0
HOMO-LUMO gap, eV: 7.76
Highest occupied orbital energy, eV: -7.93
Multiplicity: 1

```
16
Properties=species:S:1:pos:R:3:forces:R:3
C 1.3780 1.6721 0.2118 0.071 -0.057 -0.056
C 0.7138 -0.8999 -0.6132 1.052 0.535 -1.673
C -1.6995 0.0603 0.4341 -1.093 -0.494 2.088
H 1.1456 2.7311 0.0863 0.019 0.051 -0.052
H 2.4126 1.4898 -0.0672 -0.006 -0.021 0.068
H 1.2157 1.3734 1.2482 0.194 0.036 -0.002
H -0.7440 -1.4042 -1.9936 0.053 -0.016 0.131
H 0.1408 -2.7252 -1.2895 0.013 0.164 0.028
H -1.0063 -1.6787 1.8129 -0.024 0.012 -0.048
H -0.7574 1.7351 0.4742 -0.845 0.232 0.758
N -0.0279 -1.7335 -1.3634 0.261 -0.082 0.014
O -1.5067 1.3170 0.0265 -5.590 2.237 2.976
S 0.2630 0.7869 -0.8865 7.199 -2.897 -4.727
S 1.8897 -1.4242 0.4215 1.088 -0.460 -0.317
S -0.5206 -0.4423 1.6611 -2.344 0.596 0.955
S -2.8970 -0.8580 -0.1631 -0.047 0.164 -0.146
```
Forces are in eV/Å.

=====

Record 5
This record from the Open Molecules 2025 dataset describes C21H14N3O7Pd as an isolated structure. The level of theory is the ωB97M-V functional and the def2-TZVPD basis.

Calculated values
Electronic energy, eV: -44281.388
Total charge: -1
HOMO-LUMO gap (alpha / beta), eV: 7.71 / 6.68
Highest occupied orbital energy (alpha / beta), eV: -4.98 / -4.97
Multiplicity: 3

```
46
Properties=species:S:1:pos:R:3:forces:R:3
Pd -0.1571 -0.1112 -1.9245 0.276 0.029 -0.196
O -2.4689 -4.2990 0.6623 0.014 -0.046 0.010
C -3.2720 -4.1429 -0.4017 -0.038 0.115 -0.016
C -4.2627 -5.0998 -0.6213 -0.069 -0.070 0.036
C -5.1482 -4.9675 -1.6737 0.023 0.022 0.012
C -5.0563 -3.8834 -2.5398 -0.054 0.058 -0.050
C -4.0553 -2.9498 -2.3477 0.047 -0.040 0.001
C -3.1527 -3.0603 -1.2921 -0.018 -0.025 -0.048
C -2.0545 -2.0684 -1.1898 0.149 0.426 0.070
O -1.8686 -1.2629 -2.1710 0.066 -0.171 0.027
N -1.3483 -2.0716 -0.0829 -0.542 -0.359 0.417
N -0.1789 -1.3687 -0.1099 0.350 0.509 -0.473
C 0.1531 -0.6089 0.8584 -0.086 -0.434 0.193
C 1.5941 -0.2971 1.0851 0.083 0.113 -0.019
C 2.0684 -0.9969 2.1995 -0.093 0.057 -0.043
C 3.4062 -1.0306 2.5414 0.062 -0.005 -0.015
C 4.3106 -0.3470 1.7487 0.041 -0.015 0.080
C 3.8484 0.3862 0.6721 -0.015 -0.013 -0.006
C 2.4979 0.4578 0.3211 0.011 -0.091 -0.132
O 1.5931 1.1495 -1.9688 -0.072 -0.153 -0.268
H -1.8634 -3.5099 0.6733 0.024 0.007 -0.008
H -4.3205 -5.9396 0.0596 -0.004 0.024 0.015
H -5.9212 -5.7119 -1.8220 0.013 -0.019 0.021
H -5.7593 -3.7686 -3.3547 0.024 -0.025 -0.010
H -3.9328 -2.1126 -3.0218 -0.024 0.004 0.012
H -0.5368 -0.4302 1.6849 -0.008 -0.089 0.009
H 1.3526 -1.5504 2.7967 0.008 -0.021 -0.014
H 3.7337 -1.6001 3.4016 0.004 0.017 0.006
H 5.3701 -0.3659 1.9710 -0.010 -0.007 0.009
H 4.5682 0.9378 0.0800 -0.037 0.021 -0.012
O 1.9240 -0.1564 -2.3996 -0.032 0.084 0.073
C 2.2161 1.5228 -0.7390 -0.032 0.262 0.481
C 1.4582 2.7116 -0.1744 -0.036 -0.060 -0.267
C 2.2004 3.7764 0.2710 0.098 0.234 0.128
C 1.6064 4.9109 0.8294 -0.222 -0.471 -0.233
C 0.2102 4.9579 0.9586 0.125 0.144 0.048
C -0.5473 3.9158 0.5127 -0.007 0.033 -0.006
C 0.0151 2.7571 -0.1265 -0.097 0.017 0.052
O -0.7481 1.8675 -0.5993 -0.014 -0.159 0.091
N 2.4119 6.0078 1.2308 0.272 0.328 0.313
O 1.8650 6.9932 1.7247 0.000 -0.112 -0.100
O 3.6328 5.9410 1.0870 -0.164 -0.048 -0.045
H 3.2031 1.8907 -1.0282 -0.017 -0.033 -0.042
H 3.2811 3.7556 0.2099 0.014 -0.014 -0.064
H -0.2421 5.8337 1.4029 -0.015 -0.019 0.009
H -1.6256 3.9383 0.6059 -0.002 -0.006 -0.046
```
Forces are in eV/Å.

=====

Record 6
This record from the Open Molecules 2025 dataset describes one molecule with the formula C4H7BrO at a distorted geometry. The level of theory is the ωB97M-V functional and the def2-TZVPD basis.

Calculated values
Energy relative to the best compared isomer or geometry (same formula, charge and spin), kJ/mol: 145.4
Electronic energy, eV: -76349.719
Total charge: 0
HOMO-LUMO gap, eV: 10.17
SMILES: CC[C@@H](Br)C=O
Highest occupied orbital energy, eV: -9.71
Multiplicity: 1

```
13
Properties=species:S:1:pos:R:3:forces:R:3
C -1.8312 -0.1182 1.2737 2.017 -2.087 0.885
C -0.3695 -0.5117 0.4106 -2.761 2.261 1.215
C 1.2716 0.1114 -1.2335 2.459 0.433 -0.508
C 0.1252 0.5593 -0.4549 1.583 2.694 2.651
O -2.4230 0.8491 1.6557 1.052 0.178 -1.649
Br 0.8512 -0.9748 1.8122 -0.028 -0.242 0.370
H -0.4412 -1.3261 -0.2677 -0.904 -1.420 0.160
H -2.0057 -1.0755 1.7828 -0.690 -0.392 -0.013
H 1.8046 1.0318 -1.5169 0.110 -0.606 -0.586
H 1.0570 -0.4986 -2.0664 -0.319 -0.621 -1.234
H 1.9913 -0.4620 -0.6081 -0.505 0.410 -0.262
H -0.6904 1.0430 -0.9478 -0.442 0.173 -0.762
H 0.6601 1.3722 0.1604 -1.571 -0.780 -0.267
```
Forces are in eV/Å.